{
  "formula": "C5H12O2",
  "method": "wB97M-V/def2-TZVPD",
  "e_homo_ev": [1.0, -5.6],
  "charge": -1,
  "multiplicity": 2,
  "e_lumo_ev": [3.7, 3.5],
  "s2": 0.75,
  "orbital_gap_ha": [0.096, 0.333],
  "de_lowest_kj_mol": 341.3,
  "elements": ["C", "C", "C", "C", "C", "H", "H", "H", "H", "H", "H", "H", "H", "H", "H", "O", "H", "H", "O"],
  "positions_angstrom": [[1.366461, -1.196049, -1.567464], [0.772663, -0.203333, -0.652955], [0.391259, -0.531604, 0.599205], [-0.188468, 2.044742, -1.424737], [0.823747, 1.158093, -1.329149], [1.117808, -1.375681, -2.634686], [1.474022, -2.044107, -1.041945], [2.340025, -0.725837, -1.687733], [0.256136, -1.683423, 0.764706], [0.239660, 0.106289, 1.362822], [-1.063990, 2.087668, -0.875133], [-0.288872, 2.931397, -2.073300], [1.803951, 1.294582, -1.663768], [0.276522, 0.226758, 3.261306], [1.554420, 1.233643, 3.530719], [1.123293, 0.436039, 3.206386], [-4.172196, -0.481981, 0.806393], [-3.700390, -1.884098, 1.033160], [-4.126044, -1.393105, 0.386180]],
  "atomic_forces_ev_per_a": [[0.9, 2.3, -2.1], [-1.6, 1.6, 0.5], [0.5, -4.0, -3.7], [1.7, 0.5, -1.2], [-2.2, -0.2, 2.1], [-0.9, 0.3, 0.7], [0.5, -3.4, 1.4], [0.8, -0.5, -0.1], [0.5, 2.3, 0.1], [-0.8, 1.9, 1.9], [-1.7, -1.3, 1.3], [1.3, -0.3, 0.1], [1.1, 0.7, -1.5], [-6.2, -0.2, 1.2], [-1.4, 0.0, 0.3], [7.6, 0.3, -1.0], [0.2, -1.3, -0.7], [1.5, -1.6, 2.0], [-1.6, 3.0, -1.3]]
}

---

{
  "formula": "C8H26CdN4O5",
  "method": "wB97M-V/def2-TZVPD",
  "e_homo_ev": [-5.3, -2.7],
  "charge": 0,
  "multiplicity": 1,
  "e_lumo_ev": [0.2, 0.4],
  "orbital_gap_ha": [0.201, 0.111],
  "de_lowest_kj_mol": 200.9,
  "elements": ["O", "H", "Cd", "N", "N", "O", "O", "C", "C", "C", "C", "H", "H", "H", "H", "H", "H", "H", "H", "O", "H", "H", "C", "H", "H", "H", "O", "H", "H", "N", "C", "C", "C", "N", "H", "H", "H", "H", "H", "H", "H", "H", "H", "H"],
  "positions_angstrom": [[-2.400837, -1.882786, -0.955606], [-2.978411, -2.628262, -1.218047], [-0.520361, 0.174727, -0.035449], [1.712339, 0.013242, -0.555272], [-0.237685, -0.356724, -2.189504], [2.804360, 0.353778, 0.307191], [-1.227384, -0.850558, -3.042046], [2.043297, 0.037268, -1.845064], [0.961650, -0.244848, -2.754621], [3.452539, 0.274340, -2.262479], [1.155921, -0.528898, -4.204833], [4.133900, -0.408177, -1.732468], [3.788046, 1.302623, -2.048998], [3.573019, 0.091635, -3.337979], [0.222312, -0.343827, -4.748532], [1.425012, -1.589245, -4.347623], [1.957904, 0.086961, -4.633740], [2.796078, -0.304007, 1.047383], [-1.863595, -1.282978, -2.402722], [-0.201783, 2.619243, -0.511683], [0.727515, 2.911276, -0.618648], [-0.680806, 3.071733, -1.234641], [-1.239200, -2.443676, -0.172294], [-1.443579, -2.267155, 0.898559], [-0.259569, -2.009418, -0.476743], [-1.165726, -3.523043, -0.363767], [3.144445, -1.883232, 2.689677], [3.550525, -2.588807, 2.151824], [2.639100, -2.393477, 3.351516], [-2.609089, 0.472415, 0.908687], [-2.843722, 1.637229, 1.795606], [-2.165324, 1.512986, 3.152063], [-0.857278, 0.740116, 3.256686], [0.078804, 1.015285, 2.147452], [-2.778663, -0.408988, 1.401305], [-3.242677, 0.458186, 0.105297], [-2.505473, 2.537771, 1.276448], [-3.926927, 1.735698, 1.935403], [-1.992005, 2.528617, 3.532996], [-2.870391, 1.056536, 3.855562], [-0.370590, 1.012196, 4.200912], [-1.032681, -0.340783, 3.288881], [0.997551, 0.617849, 2.343305], [0.249437, 2.017180, 2.046007]],
  "atomic_forces_ev_per_a": [[1.0, -1.0, 0.8], [0.4, 0.4, 0.4], [0.4, 0.8, 0.2], [0.2, -0.1, 0.8], [0.1, 0.1, -0.2], [0.0, -0.4, 0.5], [-0.7, -0.3, 0.0], [-0.7, -0.3, -0.4], [0.6, 0.3, 0.9], [0.5, -0.1, -0.5], [0.1, -0.1, -0.4], [-0.2, 0.3, -0.1], [-0.1, -0.3, 0.0], [0.0, 0.1, 0.3], [0.3, 0.0, 0.1], [-0.1, 0.3, -0.1], [-0.3, -0.2, 0.1], [-0.2, 0.5, -0.9], [0.8, 0.6, -0.6], [0.3, 0.9, -0.5], [-0.6, -0.4, 0.1], [0.3, -0.4, 0.4], [-1.0, -0.6, -0.4], [0.2, -0.1, -0.4], [-0.9, -0.4, -0.1], [-0.1, 0.2, 0.1], [-0.1, -0.9, 0.0], [-0.2, 0.5, 0.2], [0.2, 0.5, -0.4], [0.0, -0.1, -0.3], [-0.3, -0.1, -0.4], [-0.1, 0.2, 0.4], [0.5, 0.1, 0.0], [0.3, 0.3, 0.0], [-0.1, 0.0, 0.1], [-0.1, 0.1, 0.2], [0.1, -0.2, 0.0], [0.2, 0.2, 0.1], [-0.1, -0.1, -0.1], [0.1, -0.1, 0.0], [-0.2, -0.1, 0.1], [-0.1, 0.1, -0.2], [-0.2, -0.1, 0.1], [-0.2, -0.1, 0.1]]
}

---

{
  "formula": "C14H23B2BrCaClCsF13N3O5",
  "method": "wB97M-V/def2-TZVPD",
  "e_homo_ev": -5.2,
  "charge": 0,
  "multiplicity": 1,
  "e_lumo_ev": -4.2,
  "orbital_gap_ha": 0.037,
  "elements": ["C", "C", "O", "B", "O", "N", "C", "C", "C", "C", "N", "H", "H", "H", "H", "H", "H", "H", "H", "H", "H", "C", "C", "N", "H", "H", "H", "Cl", "C", "C", "C", "F", "F", "F", "F", "O", "C", "C", "F", "F", "F", "F", "H", "H", "H", "H", "C", "O", "H", "H", "H", "Cs", "F", "Ca", "B", "F", "F", "F", "F", "O", "H", "H", "H", "Br"],
  "positions_angstrom": [[-4.756371, -1.117855, 0.876977], [-3.511673, -2.009133, 0.665591], [-3.484099, -2.546203, -0.686149], [-2.369974, -2.092112, -1.335433], [-1.239710, -2.869770, -1.374921], [-2.386529, -0.726598, -1.959367], [-1.358677, -0.356550, -2.700172], [-1.372967, 0.892281, -3.284865], [-2.439213, 1.722685, -3.074371], [-3.438542, 1.251461, -2.266896], [-3.469500, 0.030375, -1.692331], [-5.503127, -1.572077, 1.536150], [-5.159072, -0.862764, -0.100281], [-4.418434, -0.167264, 1.330542], [-2.636429, -1.342119, 0.739031], [-3.444516, -2.803751, 1.402898], [-0.554635, -2.420731, -0.862048], [-0.491316, -0.974232, -2.884025], [-0.560870, 1.226095, -3.909676], [-2.492508, 2.705903, -3.518846], [-4.307541, 1.957887, -2.095978], [1.203447, 3.405187, -1.502569], [0.946307, 3.183328, -2.915959], [0.729615, 2.993514, -4.040537], [2.069578, 2.824078, -1.200871], [1.415353, 4.559120, -1.254672], [0.335974, 3.088937, -0.920377], [1.855954, 5.767358, -0.092579], [6.063842, 2.094909, -0.902487], [7.557755, 2.465617, -0.789756], [8.316283, 1.927279, 0.421749], [7.835523, 2.401955, 1.592897], [9.631676, 2.323507, 0.378424], [7.694766, 3.802679, -0.856184], [8.179557, 1.951139, -1.885558], [5.129936, 3.068461, -0.481489], [4.722162, 3.127351, 0.845895], [5.053983, 4.474432, 1.485564], [6.400059, 4.684150, 1.492459], [4.638139, 4.481096, 2.771121], [5.225371, 2.075058, 1.547483], [3.400991, 2.995391, 0.846897], [5.877626, 1.992533, -1.971380], [5.849087, 1.112443, -0.480228], [8.297755, 0.835652, 0.452966], [4.566975, 5.286488, 0.939683], [-7.684521, -3.021896, 2.241182], [-7.639219, -1.701774, 2.137651], [-8.616451, -3.471898, 2.670730], [-7.612296, -3.583049, 1.296313], [-6.902536, -3.523198, 2.855288], [-8.733250, -3.570584, 0.164630], [-0.588647, -0.783844, -5.039789], [-4.004198, 1.884072, -0.252678], [-8.328704, -9.158432, 2.182596], [-7.292207, -9.833616, 1.565768], [-9.580804, -9.889638, 1.907623], [-8.139150, -9.120189, 3.551469], [-8.458510, -7.870350, 1.664803], [10.581483, 1.978495, 3.486090], [10.092989, 1.978785, 2.627690], [10.036477, 2.358671, 4.206347], [11.441614, 2.438452, 3.405229], [-11.621690, -9.685208, 1.191435]],
  "atomic_forces_ev_per_a": [[0.7, -0.3, 0.1], [-0.3, 1.1, -0.7], [-0.1, 0.3, 0.2], [-0.4, -1.1, 0.4], [-0.1, 0.8, 0.3], [0.4, -1.9, 1.5], [0.9, 1.1, -1.5], [1.1, 0.3, -1.1], [-0.1, 0.7, -0.1], [-0.5, -0.9, -2.1], [-1.2, 2.2, -0.8], [-0.2, 0.4, -0.2], [-0.3, -0.3, 0.0], [-0.2, -0.1, 0.3], [0.1, -0.3, 0.5], [0.1, -0.1, -0.2], [0.4, -0.3, -0.4], [-0.3, -0.4, 0.1], [0.1, -0.4, 0.0], [0.1, 0.1, 0.0], [0.5, -1.2, -1.9], [-0.2, 0.4, -0.9], [-0.2, -0.3, -0.7], [0.2, 0.4, 0.9], [0.1, 0.1, 0.1], [-0.3, -2.0, -0.4], [0.0, 0.1, 0.0], [0.6, 1.5, 1.1], [-0.6, -0.2, -0.3], [-0.6, 0.7, -0.3], [0.0, -0.3, -0.1], [0.2, 0.0, 0.2], [0.2, -0.1, 0.2], [0.2, 0.0, 0.2], [0.2, -0.3, 0.2], [0.7, 0.1, 0.6], [-0.2, -0.4, -0.8], [-0.1, 0.7, 0.0], [0.1, -0.2, 0.0], [0.1, -0.2, 0.0], [0.2, 0.1, 0.2], [-0.2, -0.1, 0.3], [0.1, 0.1, 0.0], [0.2, 0.0, 0.2], [0.0, 0.0, -0.1], [-0.2, -0.1, -0.1], [2.6, -0.3, 4.0], [-0.3, -0.1, -1.1], [-0.3, 0.0, 0.0], [5.9, 0.4, 6.6], [0.3, 0.3, 0.4], [-8.1, -0.4, -10.0], [-0.4, 0.1, 0.9], [-0.3, 0.1, 4.6], [1.2, 0.9, 0.3], [-0.3, -0.2, -0.2], [-0.4, -0.6, 0.0], [-0.4, -0.1, 0.0], [-0.3, 0.0, -0.2], [-0.1, 0.0, -0.1], [-0.1, 0.2, -0.2], [-0.1, 0.0, -0.1], [0.0, 0.0, 0.0], [0.1, 0.2, 0.0]]
}

---

{
  "formula": "C22H60O12S9",
  "method": "wB97M-V/def2-TZVPD",
  "e_homo_ev": -8.4,
  "charge": 0,
  "multiplicity": 1,
  "e_lumo_ev": -0.1,
  "orbital_gap_ha": 0.305,
  "de_lowest_kj_mol": 197.0,
  "elements": ["C", "C", "C", "O", "C", "O", "O", "H", "H", "H", "H", "H", "H", "C", "S", "O", "C", "H", "H", "H", "H", "H", "H", "C", "S", "O", "C", "H", "H", "H", "H", "H", "H", "C", "S", "O", "C", "H", "H", "H", "H", "H", "H", "C", "S", "O", "C", "H", "H", "H", "H", "H", "H", "C", "S", "O", "C", "H", "H", "H", "H", "H", "H", "C", "S", "O", "C", "H", "H", "H", "H", "H", "H", "C", "S", "O", "C", "H", "H", "H", "H", "H", "H", "C", "S", "O", "C", "H", "H", "H", "H", "H", "H", "C", "S", "O", "C", "H", "H", "H", "H", "H", "H"],
  "positions_angstrom": [[-7.681817, -3.584270, 3.389534], [-6.612237, -3.496390, 2.360034], [-7.088087, -3.156340, 0.912654], [-6.387027, -1.952330, 0.646494], [-5.704297, -1.578830, 1.690914], [-5.173547, -0.495870, 1.769124], [-5.664767, -2.470890, 2.679454], [-8.403777, -2.794860, 3.180484], [-7.257987, -3.405560, 4.377744], [-8.118277, -4.580190, 3.313554], [-6.088587, -4.450590, 2.301554], [-8.168937, -3.025420, 0.860464], [-6.736027, -3.912800, 0.211264], [6.854043, 0.351580, 3.978064], [8.430523, 0.138750, 3.042774], [7.856863, -0.354140, 1.725614], [8.711513, 1.917350, 2.668724], [6.624113, -0.590930, 4.474974], [6.159253, 0.710960, 3.218984], [6.849513, 1.052950, 4.812424], [8.596333, 2.500000, 3.582704], [7.832693, 2.157050, 2.070134], [9.686103, 2.000960, 2.187794], [-0.356227, 3.488090, -9.537836], [-1.465297, 2.063370, -9.273076], [-1.392487, 1.175460, -10.493256], [-0.591057, 1.295220, -7.882386], [0.669293, 3.172030, -9.728916], [-0.452017, 4.266170, -8.780506], [-0.809137, 3.935180, -10.422736], [0.424223, 1.006600, -8.154396], [-1.082517, 0.338700, -7.704536], [-0.536627, 1.898300, -6.976046], [1.586413, 5.388820, 3.548204], [1.733013, 3.850430, 4.611424], [2.789673, 4.130860, 5.648304], [0.104863, 4.058030, 5.481764], [2.558143, 5.761450, 3.224164], [0.992763, 6.204300, 3.961334], [1.169363, 5.023280, 2.609824], [-0.812627, 3.926870, 4.908094], [0.060993, 5.078610, 5.862014], [0.130143, 3.337400, 6.299174], [-1.506477, -4.785860, 6.508034], [-0.062407, -3.728910, 6.034554], [-0.136897, -3.777780, 4.534554], [-0.657277, -2.093390, 6.674084], [-2.400307, -4.423950, 5.999894], [-1.610677, -4.674850, 7.587344], [-1.285787, -5.826340, 6.269674], [-1.491107, -1.670560, 6.113674], [0.179873, -1.395860, 6.701144], [-0.934757, -2.281810, 7.711204], [-5.095927, 4.905680, -2.983186], [-5.122217, 3.896090, -4.498856], [-3.801407, 4.285290, -5.143766], [-4.900017, 2.202340, -3.738506], [-5.923567, 4.623090, -2.332616], [-5.147267, 5.955960, -3.270186], [-4.185467, 4.718870, -2.413736], [-5.877547, 1.815290, -3.450896], [-4.154597, 2.251510, -2.944756], [-4.536887, 1.614800, -4.581746], [5.851693, -5.854730, 2.868054], [6.366563, -6.409980, 1.152804], [7.151103, -7.783130, 1.117014], [4.629423, -7.037270, 0.768274], [6.789633, -5.385810, 3.165504], [5.585993, -6.741170, 3.444024], [4.996333, -5.179320, 2.885044], [4.403133, -7.852350, 1.455684], [4.604323, -7.382280, -0.265376], [3.970353, -6.179590, 0.902884], [3.097813, -0.840090, -1.801256], [2.466823, 0.894990, -1.596386], [2.163073, 1.530410, -2.986276], [0.796233, 0.402440, -0.906326], [4.086393, -0.941780, -2.248996], [2.472403, -1.545230, -2.348726], [3.421303, -1.130630, -0.801726], [0.919033, -0.192880, -0.001556], [0.254883, -0.181170, -1.650936], [0.178243, 1.263610, -0.652206], [-1.974907, -6.833310, -3.464266], [-1.385517, -5.176890, -2.828226], [-2.504147, -4.181320, -3.174986], [-1.709337, -5.717520, -1.045846], [-1.458367, -7.695530, -3.042536], [-1.804937, -7.079910, -4.512306], [-3.058707, -6.899840, -3.369136], [-1.531627, -4.863060, -0.392836], [-1.026637, -6.534360, -0.811786], [-2.701937, -6.157280, -0.948586], [0.812343, 7.511040, -3.314516], [1.253743, 9.318080, -3.163036], [0.002443, 10.113020, -3.496926], [1.442183, 9.385390, -1.317946], [0.773153, 7.162320, -4.346486], [-0.105817, 7.167960, -2.837686], [1.627083, 6.908820, -2.912486], [1.805123, 10.353310, -0.972256], [2.269133, 8.720580, -1.068376], [0.486203, 9.055500, -0.911286]],
  "atomic_forces_ev_per_a": [[-0.2, 0.4, 0.0], [0.4, -1.0, -0.7], [0.6, -0.6, 0.8], [-1.3, -0.5, -1.3], [1.9, 3.2, 1.1], [-0.2, -1.0, -0.1], [-0.7, -0.6, -0.3], [-0.3, -0.1, 0.3], [-0.1, -0.3, 0.0], [-0.3, 0.2, 0.3], [0.3, 0.1, 0.2], [0.1, 0.2, -0.2], [-0.3, 0.1, -0.1], [0.6, 0.3, 0.6], [-1.7, 0.5, -1.2], [0.9, -0.2, 0.9], [-0.7, -0.7, 0.9], [-0.3, -0.2, -0.7], [-0.1, -0.5, 0.1], [0.5, 0.4, -0.1], [0.6, 0.0, 0.1], [0.4, 0.1, -0.5], [-0.3, 0.2, -0.1], [-0.6, -0.2, -0.5], [-0.2, 0.1, -0.1], [0.5, 0.7, 1.2], [0.6, -0.8, -0.4], [-0.1, 0.1, 0.1], [0.1, -0.4, 0.4], [0.3, -0.1, -0.3], [0.1, 0.3, -0.3], [-0.3, 0.2, 0.2], [-0.4, 0.2, -0.2], [0.0, -0.8, -0.4], [0.1, 1.6, 0.4], [-0.9, -0.3, -0.7], [0.4, 0.3, 0.0], [0.3, -0.2, 0.6], [0.0, -0.3, 0.2], [-0.5, 0.1, 0.0], [0.4, -0.3, -0.5], [0.3, -0.1, 0.2], [0.0, 0.1, 0.0], [0.6, 0.9, 0.6], [-1.0, -0.4, -0.9], [0.4, 0.5, 0.7], [0.1, -0.6, 0.1], [0.1, 0.0, -0.1], [-0.2, -0.2, 0.1], [0.1, 0.2, -0.2], [0.0, -0.3, -0.1], [0.1, -0.2, -0.3], [-0.1, 0.0, 0.0], [-0.3, -0.6, 0.3], [1.7, 0.3, 0.2], [-1.3, -0.7, 0.4], [0.0, 1.0, -0.8], [-0.2, 0.2, -0.1], [-0.1, -0.2, -0.1], [0.2, 0.0, -0.3], [0.1, 0.1, 0.3], [-0.2, -0.1, 0.0], [0.1, 0.0, 0.1], [1.0, -0.8, -0.7], [-1.0, -3.7, -0.4], [-1.4, 3.3, 0.8], [1.0, 0.9, -0.1], [-0.4, 0.1, 0.7], [0.3, 0.0, 0.1], [0.3, 0.2, -0.5], [0.2, 0.1, 0.0], [0.1, 0.0, 0.1], [-0.2, -0.2, 0.0], [0.7, 0.3, 0.3], [-1.3, 0.2, -2.5], [0.6, -1.4, 2.7], [0.5, -0.2, -0.2], [0.0, 1.0, -0.7], [-0.4, 0.2, 0.4], [-0.9, -0.3, 0.4], [0.2, 0.0, 0.0], [0.2, 0.0, -0.1], [0.4, 0.3, -0.2], [0.2, -0.4, -0.7], [-2.8, -0.2, 0.3], [1.9, -1.5, 0.5], [0.5, -0.1, -0.9], [-0.1, 0.3, 0.9], [0.3, 1.1, -0.4], [0.1, 0.2, 0.6], [-0.2, -0.1, -0.1], [0.3, 0.2, 0.0], [-0.2, 0.5, -0.2], [0.6, -0.3, 0.2], [-1.7, 0.1, 0.0], [1.4, -0.9, 0.4], [0.3, -0.6, -0.9], [-0.1, 0.8, -0.2], [-0.1, 0.6, 0.2], [0.2, 0.2, 0.3], [-0.6, 0.2, -0.4], [-0.2, -0.4, 0.0], [0.2, 0.2, 0.3]]
}

---

The following energy values (in hartree) correspond, in order, to the records above: -348.01700 -1083.13026 -6167.18466 -5360.37643.